Run P
C5H7F | ωB97M-V/def2-TZVPD

Bonds (Å) are listed after each position.
Geometry (Å):
1 H 1.91718 -0.40422 -1.16856  C6 1.114
2 H 0.31852 1.83469 0.52146  C5 1.069
3 H -1.13188 1.27963 -1.67700  C4 1.062
4 C -0.70524 0.54391 -1.04143  H3 1.062, C5 1.546, H7 1.181, H13 1.051
5 C 0.36183 0.88961 0.02282  H2 1.069, C4 1.546, C6 1.537, C11 1.421
6 C 1.63528 0.05651 -0.19403  H1 1.114, C5 1.537, F8 1.410, C11 1.520
7 H -1.62565 0.22114 -0.37553  C4 1.181
8 F 2.83291 0.55787 0.35602  C6 1.410
9 H -0.65615 -0.35026 2.50668  C10 1.119
10 C 0.16022 -0.88923 1.96289  H9 1.119, C11 1.351, H12 1.033
11 C 0.56823 -0.25203 0.84420  C5 1.421, C6 1.520, C10 1.351
12 H 0.80414 -1.62524 2.29660  C10 1.033
13 H -0.26204 -0.28149 -1.51812  C4 1.051

Calculated values
gap between HOMO and LUMO: 10.9 eV
SMILES string: C=C1[C@H](C)[C@H]1F

Run Q
C5H7F | ωB97M-V/def2-TZVPD

Bonds (Å) are listed after each position.
Geometry (Å):
1 H -0.80957 1.96461 -0.20531  C13 1.035
2 C 2.14688 -1.47166 -0.01391  H4 1.075, C8 1.178
3 H 0.71149 1.82282 -0.89566  C13 1.081
4 H 2.97858 -2.10085 0.24695  C2 1.075
5 F -2.01772 -1.47302 -0.36575  C9 1.419
6 H -0.42681 -0.01442 -1.50046  C12 1.162
7 H -2.02824 0.30799 0.63568  C9 1.144
8 C 1.23899 -0.74523 -0.20026  C2 1.178, C12 1.601
9 C -1.30333 -0.55778 0.44973  F5 1.419, H7 1.144, H11 1.069, C12 1.485
10 H 0.65042 1.79566 0.89479  C13 1.171
11 H -1.05090 -0.97522 1.40070  C9 1.069
12 C -0.18158 -0.02436 -0.36442  H6 1.162, C8 1.601, C9 1.485, C13 1.547
13 C 0.09179 1.47147 -0.08206  H1 1.035, H3 1.081, H10 1.171, C12 1.547

Calculated values
gap between HOMO and LUMO: 11.4 eV
SMILES string: C#C[C@H](C)CF

So which one is most stable? That would be run Q, about 29.1 kJ/mol below the next structure.